(1)
Computed, not measured: a molecular structure, C9H21AgClN3O3Zn in a non-equilibrium geometry, with ωB97M-V with the def2-TZVPD basis set.

## Properties
Gap between HOMO and LUMO (eV): 2.89
Highest occupied orbital energy (eV): -14.7792
Total charge: +2

Positions of all 39 atoms, in Å:
Zn 1.04677 2.73415 -2.17521
Ag -1.69380 0.96780 -0.98246
Cl 0.40069 1.11341 -1.44257
C 0.17181 -2.12106 -2.82094
C 1.68835 -2.10276 -2.59052
O 2.40206 -3.01762 -2.88982
N 2.21684 -1.00270 -2.04648
C 3.64970 -0.91468 -1.84747
H -0.29416 -2.74800 -2.06073
H 0.03951 -2.41054 -3.86344
H -0.15387 -1.10535 -2.59651
H 1.56551 -0.23636 -1.95377
H 3.96931 -1.30546 -0.88143
H 3.93139 0.13598 -1.91717
H 4.34458 -1.32154 -2.58211
C -3.16864 -1.02923 0.41680
C -1.81948 -1.04014 -0.12875
O -1.59815 -0.93200 -1.32242
N -0.77346 -1.03742 0.70392
C 0.59264 -1.26773 0.34492
H -3.26825 -1.02410 1.50222
H -3.61510 -1.95786 0.06123
H -3.78045 -0.23839 -0.01721
H -1.14044 -1.33604 1.59625
H 1.20248 -0.93203 1.18367
H 0.89738 -0.85126 -0.61517
H 0.88343 -2.31310 0.24130
C -1.63333 3.36933 3.81652
C -0.51386 2.55097 2.97940
O 0.64830 2.46574 3.39014
N -0.80329 1.89825 1.85551
C 0.30749 1.29081 0.97175
H -1.53981 4.42213 3.55011
H -1.32893 3.12237 4.83359
H -2.65201 3.02782 3.63274
H -1.77469 1.88972 1.57909
H -0.14107 0.88141 0.06660
H 0.69315 0.36980 1.40891
H 1.04133 2.00572 0.59963

(2)
Computed, not measured: a molecular structure, C9H21AlFN2O, with ωB97M-V with the def2-TZVPD basis set.

## Properties
Gap between HOMO and LUMO (eV): 7.40
Highest occupied orbital energy (eV): -4.1612
Total charge: -1

Positions of all 35 atoms, in Å:
C -2.94861 -1.52471 1.06268
C -3.32894 -1.37709 -0.43045
C -3.06566 0.02390 -1.00978
N -1.77134 0.12582 -1.69595
Al -0.96905 1.81152 -1.78303
F -1.31186 2.71398 -0.36531
C 1.03591 1.52483 -1.84978
C 1.63002 1.48109 -0.43616
N 1.36081 0.18261 0.20940
C 2.19198 -0.89986 -0.33813
C 2.42224 -2.08208 0.59952
C 1.28955 0.23857 1.61929
C 2.15148 1.23729 2.37245
O 0.58355 -0.52451 2.24667
H -2.51137 -0.59745 1.44066
H -3.82676 -1.76940 1.67063
H -2.20868 -2.31568 1.21693
H -2.75040 -2.09164 -1.02936
H -4.38699 -1.63627 -0.55929
H -3.85724 0.26994 -1.73139
H -3.13739 0.74748 -0.18248
H -1.12456 -0.50670 -1.22989
H -1.47693 2.68767 -3.05720
H 1.20905 0.56620 -2.35507
H 1.52453 2.31816 -2.42578
H 1.13818 2.24599 0.17406
H 2.71979 1.67325 -0.44608
H 3.16518 -0.48493 -0.64600
H 1.71853 -1.27200 -1.25367
H 1.50303 -2.38434 1.10088
H 3.18924 -1.86290 1.34836
H 2.78237 -2.93272 0.00939
H 1.51803 1.77301 3.08655
H 2.90146 0.67582 2.93877
H 2.64084 1.96517 1.72854

(3)
Computed, not measured: 2 unconnected molecules or ions with the total composition C9H21BF3NO3P in a non-equilibrium geometry, with ωB97M-V with the def2-TZVPD basis set.

## Properties
Gap between HOMO and LUMO (eV): 8.74
Highest occupied orbital energy (eV): -13.2813
Total charge: +1

Positions of all 39 atoms, in Å:
C -0.61046 -1.04979 0.77614
C -1.37335 -0.78230 -0.67528
C -0.58333 -1.52555 -1.94850
C -0.99354 -3.10772 -1.86412
N -0.48261 -3.97734 -2.98609
P 0.51123 -3.09868 -4.17279
B 2.35867 -2.89774 -3.57056
C 3.35001 -1.66648 -4.05621
O 2.82240 -3.98695 -2.64285
H -0.93954 -0.16348 1.48966
H -1.03150 -2.06204 1.24116
H 0.56206 -1.12188 0.63848
H -2.41300 -1.34579 -0.58912
H -1.60015 0.34680 -0.88588
H 0.55231 -1.29111 -1.78152
H -1.02554 -0.98744 -2.91811
H -0.60047 -3.50583 -0.81045
H -2.18209 -3.15551 -1.78250
H 0.11751 -4.71248 -2.50769
H -0.05777 -1.86838 -4.66441
H 0.61388 -3.97991 -5.34501
H 3.42992 -1.65724 -5.24675
H 4.44226 -1.96796 -3.68146
H 3.03522 -0.61417 -3.62609
H 3.24854 -3.57573 -1.82413
C -0.52935 4.70159 5.69575
C -1.61533 3.89843 5.00321
O -1.48918 4.00034 3.57660
C -0.54260 3.19607 2.99640
O 0.17712 2.42400 3.62477
C -0.54601 3.36770 1.47846
F -0.57851 4.67646 1.09697
F -1.62887 2.77642 0.89677
F 0.55110 2.82593 0.87787
H -0.53717 5.73991 5.34863
H -0.67047 4.68946 6.77959
H 0.46449 4.30019 5.47277
H -2.59651 4.30839 5.26529
H -1.60939 2.84981 5.32100

(4)
Computed, not measured: 4 unconnected molecules or ions with the total composition C9H21BrN3O3 in a non-equilibrium geometry, with ωB97M-V with the def2-TZVPD basis set.

## Properties
Gap between HOMO and LUMO (eV): 8.93
Highest occupied orbital energy (eV): -5.8938
Total charge: -1
ΔE to the lowest compared entry with this formula, charge and spin (eV): 0.932

Positions of all 37 atoms, in Å:
Br -0.22295 0.43400 0.44486
C 3.38205 0.04300 -1.26114
C 2.74205 -0.99500 -2.25214
O 3.28005 -1.44400 -3.26914
N 1.42105 -1.37000 -1.88514
C 0.64105 -2.38000 -2.67814
H 2.80405 0.93500 -1.18114
H 4.20705 0.21600 -1.92314
H 3.67205 -0.37500 -0.32414
H 0.72505 -1.14100 -1.12814
H -0.04495 -2.68000 -2.01514
H 1.15905 -3.31300 -3.26514
H 0.35605 -1.96200 -3.66414
C -0.31295 1.46700 4.33986
C 0.52105 0.28400 4.63286
O 0.80905 0.04300 5.85686
N 0.92005 -0.48400 3.68686
C 1.68805 -1.80600 3.84286
H 0.16905 2.03400 3.46786
H -0.33795 2.27700 5.02386
H -1.50395 1.33200 3.95086
H 0.73705 -0.13000 2.72686
H 1.84305 -2.16200 2.92486
H 1.08805 -2.62100 4.30686
H 2.63605 -1.61500 4.41886
C -4.16795 1.46000 -0.77614
C -3.29695 1.59900 -2.06214
O -3.75295 2.30600 -2.99114
N -2.14995 1.00100 -2.22314
C -1.25995 1.02700 -3.28314
H -3.53495 1.27700 0.01686
H -4.98395 0.91900 -1.10014
H -4.51395 2.38000 -0.23814
H -1.75995 0.96300 -1.25714
H -0.32095 0.90300 -2.80114
H -1.26995 1.63800 -4.12114
H -1.36695 -0.06000 -3.94114

(5)
Computed, not measured: a molecular structure, C9H21Cl2HoO2P2 in a non-equilibrium geometry, with ωB97M-V with the def2-TZVPD basis set.

## Properties
Gap between HOMO and LUMO (spin up / spin down) (eV): 7.88 / 7.91
Highest occupied orbital energy (spin up / spin down) (eV): -16.3627 / -16.3660
Total charge: +2
⟨S²⟩: 6.00
ΔE to the lowest compared entry with this formula, charge and spin (eV): 0.000
2S+1: 5

Positions of all 37 atoms, in Å:
C 0.56035 -3.25044 -1.43071
C -0.04132 -2.03405 -0.98814
H -0.17989 -4.01314 -1.77087
H 1.18255 -3.65316 -0.58884
H 1.23672 -2.96335 -2.27454
O -1.01422 -1.53856 -0.51273
Cl 1.88404 -0.75538 -0.27222
Ho 0.46725 1.37726 0.53475
P -0.02468 0.97129 -2.35666
C -1.62848 1.50444 -3.03969
C 1.06063 2.39069 -2.79737
H 1.46583 -0.65288 -3.39516
H 0.56878 0.32442 -4.60175
H -0.23807 -1.02853 -3.75742
C 0.49180 -0.21674 -3.64745
H 2.08098 2.22393 -2.42397
H 1.08879 2.46430 -3.89307
H -1.52057 1.71396 -4.11337
H -1.96645 2.40316 -2.50991
H 0.67305 3.31869 -2.35516
H -2.36762 0.70798 -2.88241
C -1.85977 1.05978 0.28464
O -2.98550 0.91596 0.09707
Cl 1.18815 3.64819 1.13222
C -1.09320 -1.57242 3.47007
P -0.10900 -0.18632 2.80149
C -0.51716 1.14635 3.99907
C 1.57984 -0.64508 3.37112
H -2.17040 -1.40497 3.30686
H -0.89941 -1.69380 4.54857
H -0.81401 -2.50279 2.95563
H -0.18278 0.83250 4.99841
H -0.03461 2.08996 3.68589
H -1.60762 1.29364 3.99797
H 1.60572 -0.59062 4.47050
H 1.77414 -1.67790 3.05415
H 2.34617 -0.00637 2.90302

(6)
Computed, not measured: a molecular structure, C9H21ClFO2P2Sn in a non-equilibrium geometry, with ωB97M-V with the def2-TZVPD basis set.

## Properties
Gap between HOMO and LUMO (eV): 4.91
Highest occupied orbital energy (eV): -18.7218
Total charge: +3
ΔE to the lowest compared entry with this formula, charge and spin (eV): 0.000

Positions of all 37 atoms, in Å:
C -1.03182 2.56735 -6.00366
C -0.37320 2.01548 -4.78943
H -1.64071 1.79862 -6.49784
H -0.26306 2.93549 -6.69259
H -1.66264 3.41490 -5.71353
O -0.47057 0.84627 -4.35317
Cl 0.63251 3.20540 -3.93633
Sn 0.05889 0.20446 -0.07575
P 2.12753 -0.75284 -0.89872
C 2.35373 -2.52047 -0.85912
C 2.32109 -0.22202 -2.57569
H 3.33402 -0.50961 -2.91189
H 4.42228 -0.33213 -0.45210
H 2.20467 0.86743 -2.65286
H 3.39569 1.06003 0.04166
H 1.58867 -3.02871 -1.45901
H 1.57544 -0.69294 -3.22823
C 3.47866 -0.03469 0.03763
H 3.35120 -2.74026 -1.28418
H 3.47861 -0.39020 1.07504
H 2.30820 -2.91239 0.16580
P -2.03918 1.04071 0.80802
C -3.24874 -0.10672 1.43646
C -1.66309 2.18167 2.13892
H -2.10828 2.72499 -0.88797
H -3.68270 2.50794 -0.04426
H -3.15112 1.33462 -1.29562
C -2.81096 1.98580 -0.47995
H -0.92257 2.92116 1.80599
H -2.59951 2.69617 2.41735
H -4.12244 0.47962 1.77954
H -2.85517 -0.68769 2.28122
H -1.26293 1.65496 3.01383
H -3.57187 -0.80646 0.65530
C -0.61603 -1.79718 0.38408
O -0.98370 -2.90013 0.64529
F 0.92992 0.57093 1.67959

(7)
Computed, not measured: 4 unconnected molecules or ions with the total composition C9H21ClN3O3 in a non-equilibrium geometry, with ωB97M-V with the def2-TZVPD basis set.

## Properties
Gap between HOMO and LUMO (spin up / spin down) (eV): 9.98 / 3.84
Highest occupied orbital energy (spin up / spin down) (eV): -9.7920 / -9.7619
Total charge: 0
⟨S²⟩: 0.75
ΔE to the lowest compared entry with this formula, charge and spin (eV): 0.000
2S+1: 2

Positions of all 37 atoms, in Å:
Cl 1.00366 -0.39383 -0.14160
C -1.94190 2.41972 -0.20306
C -2.86019 1.15353 -0.31281
O -4.06947 1.30097 -0.53229
N -2.32407 -0.01342 -0.06437
C -3.06035 -1.26735 -0.22983
H -2.11001 2.98362 0.71447
H -2.13626 3.02957 -1.08533
H -0.90543 2.08545 -0.15730
H -1.31877 -0.09704 -0.11401
H -2.40760 -2.12786 -0.37660
H -3.76009 -1.21442 -1.06389
H -3.64631 -1.51676 0.65479
C 2.43240 -3.90894 0.74120
C 1.15423 -4.14547 1.51652
O 0.88422 -5.27133 1.97752
N 0.27103 -3.15138 1.66281
C -0.93338 -3.19237 2.45863
H 2.67430 -4.77757 0.12878
H 3.17812 -3.66707 1.49850
H 2.24103 -3.14103 -0.00832
H 0.60907 -2.32365 1.19303
H -1.28373 -4.19925 2.68569
H -1.73493 -2.57145 2.05853
H -0.70651 -2.75695 3.43178
C 1.49554 3.53045 0.45714
C 1.79202 3.67481 -1.02411
O 2.05745 4.77907 -1.40357
N 1.65861 2.59415 -1.82030
C 1.96717 2.50872 -3.19024
H 1.53304 2.49936 0.80862
H 0.46571 3.84529 0.62574
H 2.20525 4.04997 1.10095
H 1.30276 1.77202 -1.35384
H 2.83967 3.12919 -3.39484
H 1.19859 2.91045 -3.85054
H 2.23517 1.47086 -3.38800

(8)
Computed, not measured: a molecular structure, C9H21HfINOP2 in a non-equilibrium geometry, with ωB97M-V with the def2-TZVPD basis set.

## Properties
Gap between HOMO and LUMO (eV): 6.60
Highest occupied orbital energy (eV): -20.7227
Total charge: +3
ΔE to the lowest compared entry with this formula, charge and spin (eV): 1.401

Positions of all 36 atoms, in Å:
C -1.81195 -1.02639 -2.05536
I 0.24461 -2.13830 -2.96286
H -1.65362 -0.28355 -1.27961
H -2.44020 -1.85738 -1.71171
H -2.21922 -0.50844 -2.93973
Hf 0.14743 -0.65767 -0.66571
P -0.96493 -1.56667 1.54351
C -0.10910 -3.17504 1.79528
C -0.61797 -0.78502 3.18094
H -0.85504 -1.46825 4.00887
H -2.64418 -2.76632 2.79966
H -1.20484 0.14723 3.29981
H -3.29654 -1.17568 2.32337
H 0.92159 -2.96796 2.04157
H 0.44259 -0.50512 3.28566
C -2.70652 -2.03890 1.95250
H -0.58446 -3.69314 2.65958
H -3.27002 -2.50748 1.12265
H -0.14881 -3.84663 0.93428
P 0.73901 1.70041 -1.45476
C 2.28534 1.49330 -2.44041
C -0.16698 2.86059 -2.57656
H 0.45525 3.43529 0.28667
H 1.80028 3.84943 -0.83087
H 2.02100 2.64009 0.45016
C 1.30460 3.02688 -0.29565
H -0.93468 3.46763 -2.05847
H 0.59479 3.57224 -2.99247
H 2.52354 2.48471 -2.90461
H 2.22777 0.75898 -3.24306
H -0.65535 2.34662 -3.41854
H 3.09931 1.21534 -1.78358
C 2.30770 -1.03828 0.09591
O 3.33856 -0.92949 0.65913
N 1.19098 1.25076 2.03008
C 0.64005 0.68625 1.14432